*a*
C2H8OS | ωB97M-V/def2-TZVPD

Element x y z (Å)
S: 2.0771 0.2494 1.0944
H: 1.5567 0.9838 0.0667
H: 1.2874 -0.8146 0.8507
C: -1.8191 -0.4758 -0.5703
O: -0.5004 -1.0035 -0.4472
C: -1.8149 0.9759 -1.0388
H: -2.2148 -0.5805 0.4382
H: -2.4740 -1.0594 -1.2192
H: -0.1267 -1.0635 -1.3291
H: -1.0585 1.5466 -0.5032
H: -2.7473 1.5207 -0.8610
H: -1.6357 1.0371 -2.1142

Output
E_LUMO (eV): 0.8308
Kohn-Sham gap (eV): 10.191

*b*
C2H8OS | ωB97M-V/def2-TZVPD

Element x y z (Å)
C: 1.6208 1.1601 0.0279
S: 0.5277 0.6591 -1.3063
H: 1.0374 1.7645 0.6523
H: 1.9072 0.3810 0.7799
H: 2.5694 1.6511 -0.4109
H: 1.2855 -0.3536 -1.7510
C: -1.1981 -0.8990 1.7534
O: -1.6210 -1.5523 0.6260
H: -2.1057 -0.4906 2.2561
H: -0.6799 -1.6134 2.4196
H: -0.6196 0.0131 1.5693
H: -1.4067 -1.0453 -0.3101

Output
E_LUMO (eV): 0.7494
Kohn-Sham gap (eV): 10.244

Of them, the most stable is *a* and the least stable is *b*.

*a*
CH4O2S | ωB97M-V/def2-TZVPD

Element x y z (Å)
C: 1.3881 -0.3443 0.1324
O: 1.8173 0.1378 1.0894
O: 1.3875 0.3144 -1.0263
S: 0.5733 -1.8477 0.0421
H: -1.0213 1.2115 0.2115
H: -0.9684 1.5839 0.9533
H: 1.5025 1.2846 -0.8723
H: -0.2998 -1.5128 -1.0175

Output
E_LUMO (eV): 0.5500
Kohn-Sham gap (eV): 10.811

*b*
CH4O2S | ωB97M-V/def2-TZVPD

Element x y z (Å)
S: -1.2396 3.1776 3.4634
H: -0.4360 2.8871 4.4968
H: -1.9286 4.1327 4.0982
O: 1.7897 -1.4592 -1.8662
C: 0.6966 -1.6263 -2.2604
O: 0.2501 -2.7736 -2.8167
H: -0.1253 -0.9388 -2.3074
H: 0.9931 -3.3995 -2.8077

Output
E_LUMO (eV): 0.8254
Kohn-Sham gap (eV): 10.629

Of them, the most stable is *b* and the least stable is *a*.